Molecular formula: C10H19N3O4
Method: DFT, the ωB97M-V functional and the def2-TZVPD basis

Geometry (Å):
C (-2.97, 2.00, 2.09)
C (-1.88, 1.22, 1.35)
C (-2.30, 0.70, -0.03)
C (-3.51, -0.22, 0.06)
C (-1.14, -0.01, -0.72)
N (0.08, 0.79, -0.74)
C (1.33, 0.49, -0.30)
O (2.21, 1.35, -0.30)
C (1.60, -0.92, 0.21)
N (1.34, -1.91, -0.85)
C (3.01, -1.00, 0.79)
C (4.09, -0.85, -0.27)
N (4.94, 0.20, -0.15)
O (4.19, -1.69, -1.17)
C (-1.47, -0.40, -2.18)
O (-2.36, 0.10, -2.80)
O (-0.64, -1.30, -2.72)
H (-3.32, 2.82, 1.46)
H (-3.81, 1.34, 2.35)
H (-2.57, 2.42, 3.00)
H (-0.98, 1.86, 1.25)
H (-1.55, 0.35, 1.97)
H (-2.59, 1.58, -0.66)
H (-3.80, -0.62, -0.93)
H (-4.40, 0.29, 0.44)
H (-3.31, -1.07, 0.72)
H (-0.94, -0.93, -0.13)
H (0.00, 1.74, -1.08)
H (0.88, -1.12, 1.04)
H (2.19, -2.01, -1.38)
H (1.22, -2.82, -0.40)
H (3.14, -1.98, 1.29)
H (3.12, -0.23, 1.56)
H (4.54, 1.01, 0.26)
H (5.56, 0.34, -0.94)
H (0.09, -1.52, -2.07)

Its SMILES is CC[C@H](C)[C@H](NC(=O)[C@@H](N)CC(N)=O)C(=O)O. Its total charge is 0. The value obtained for the HOMO energy is -9.70 eV.

From a Mulliken analysis of the wavefunction, the atomic charges in e read:
1 C -1.4816
2 C -0.2679
3 C 0.5041
4 C -1.7657
5 C -0.3188
6 N -0.0034
7 C 0.2760
8 O -0.7151
9 C 0.1048
10 N -0.6047
11 C -0.8567
12 C 0.4771
13 N -0.4468
14 O -0.6649
15 C 0.2470
16 O -0.5584
17 O -0.5613
18 H 0.3425
19 H 0.3430
20 H 0.4279
21 H 0.3317
22 H 0.2094
23 H 0.2993
24 H 0.4601
25 H 0.4162
26 H 0.3574
27 H 0.3960
28 H 0.3328
29 H 0.3112
30 H 0.3261
31 H 0.2479
32 H 0.4726
33 H 0.3157
34 H 0.2670
35 H 0.2563
36 H 0.5230